Molecular formula: C59H58Br2Cl3F9N4O5PRuSSeSi
Method: DFT, ωB97M-V/def2-TZVPD

```
! RIJCOSX wB97M-V def2-TZVPD def2/J DEFGRID3
* xyz 0 6
Ru -0.06 -0.11 0.13
Br 4.11 1.26 5.26
C 3.01 0.97 3.73
C 3.50 0.16 2.69
C 2.66 -0.08 1.63
N 1.44 0.42 1.53
C 0.97 1.26 2.51
C 1.77 1.52 3.65
C -0.32 1.80 2.31
C -0.79 2.94 3.02
C -2.03 3.43 2.77
Br -2.63 5.03 3.62
C -2.87 2.79 1.81
C -2.35 1.72 1.13
N -1.13 1.22 1.34
H 4.49 -0.27 2.73
H 2.99 -0.71 0.81
H 1.38 2.12 4.46
H -0.14 3.42 3.73
H -3.86 3.15 1.62
H -2.94 1.22 0.37
Cl 2.49 8.13 2.75
C 1.74 7.59 1.30
C 0.70 6.68 1.36
C 0.12 6.24 0.18
C 0.54 6.70 -1.06
C 0.00 6.21 -2.39
C -1.25 5.29 -2.33
N -0.93 3.90 -2.18
C -0.71 3.02 -3.21
C -0.34 1.84 -2.64
N -0.31 1.98 -1.29
C -0.67 3.22 -1.04
O 1.00 5.60 -3.20
C 1.92 4.72 -2.57
C 3.18 5.38 -2.11
C 4.03 6.06 -2.94
Cl 3.80 6.31 -4.61
S 5.41 6.69 -2.11
C 4.84 6.01 -0.63
C 3.67 5.36 -0.78
C 1.54 7.68 -1.08
Cl 2.02 8.42 -2.56
C 2.15 8.11 0.09
H 0.34 6.31 2.30
H -0.71 5.56 0.25
H -0.29 7.10 -2.97
H -1.77 5.38 -3.29
H -1.92 5.62 -1.54
H -0.83 3.30 -4.23
H -0.13 0.90 -3.10
H -0.76 3.64 -0.06
H 2.16 3.98 -3.34
H 1.48 4.20 -1.71
H 5.42 6.15 0.26
H 3.14 4.88 0.03
H 2.93 8.85 0.04
Se -1.82 -0.86 -1.22
C 1.56 -4.46 -4.19
C 1.18 -3.35 -3.21
C 0.42 -3.93 -2.02
C 0.32 -2.29 -3.89
O 2.39 -2.76 -2.77
Si 2.70 -1.62 -1.64
O 1.38 -1.06 -0.94
O 3.61 -0.40 -2.23
C 3.91 0.17 -3.48
C 4.97 1.25 -3.24
C 2.65 0.80 -4.07
C 4.47 -0.89 -4.43
O 3.59 -2.27 -0.42
C 4.97 -2.59 -0.35
C 5.79 -1.29 -0.36
C 5.20 -3.31 0.98
C 5.37 -3.48 -1.52
H 0.67 -4.95 -4.56
H 2.19 -5.19 -3.70
H 2.11 -4.04 -5.03
H -0.50 -4.42 -2.34
H 0.17 -3.12 -1.33
H 1.05 -4.66 -1.50
H -0.64 -2.71 -4.18
H 0.82 -1.89 -4.77
H 0.14 -1.49 -3.18
H 4.62 1.97 -2.49
H 5.18 1.78 -4.16
H 5.89 0.80 -2.88
H 2.21 1.48 -3.34
H 1.93 0.02 -4.31
H 2.89 1.35 -4.98
H 5.45 -1.22 -4.08
H 4.58 -0.49 -5.43
H 3.81 -1.75 -4.44
H 5.64 -0.73 0.55
H 5.45 -0.68 -1.19
H 6.85 -1.50 -0.48
H 4.66 -2.79 1.77
H 6.26 -3.32 1.22
H 4.84 -4.34 0.93
H 5.10 -2.99 -2.46
H 4.83 -4.43 -1.47
H 6.44 -3.68 -1.50
F -1.55 -0.85 8.78
C -1.22 0.17 7.96
F -0.01 0.60 8.36
F -2.09 1.16 8.23
C -1.22 -0.25 6.52
C -1.99 0.40 5.56
C -1.96 -0.06 4.26
C -1.19 -1.16 3.90
C -0.39 -1.78 4.87
C -0.42 -1.33 6.17
P -1.13 -1.64 2.15
C -0.20 -3.21 2.18
C 1.00 -3.26 1.49
C 1.72 -4.44 1.41
C 1.23 -5.58 2.04
C 0.03 -5.54 2.74
C -0.69 -4.36 2.81
C 1.97 -6.88 1.97
F 2.31 -7.33 3.19
F 3.11 -6.80 1.26
F 1.23 -7.86 1.40
C -2.80 -2.28 1.78
C -2.84 -3.22 0.75
C -4.04 -3.67 0.25
C -5.23 -3.17 0.77
C -5.20 -2.25 1.82
C -4.00 -1.81 2.32
C -6.55 -3.60 0.20
F -7.36 -2.56 -0.05
F -6.43 -4.28 -0.94
F -7.23 -4.40 1.05
H -2.60 1.25 5.83
H -2.55 0.45 3.50
H 0.25 -2.61 4.60
H 0.17 -1.83 6.93
H 1.37 -2.39 0.98
H 2.63 -4.46 0.85
H -0.34 -6.44 3.21
H -1.62 -4.33 3.35
H -1.92 -3.60 0.34
H -4.06 -4.41 -0.54
H -6.13 -1.89 2.24
H -4.00 -1.11 3.14
*
```

M, g mol⁻¹: 1611.442
Highest occupied orbital energy (alpha / beta), eV: -5.9 / -8.6
E, Eh: -13831.3455
Gap between HOMO and LUMO (alpha / beta), Eh: 0.21769 / 0.25824



Molecular formula: C8H20F4KN2O12S4
Method: DFT, ωB97M-V/def2-TZVPD

```
! RIJCOSX wB97M-V def2-TZVPD def2/J DEFGRID3
* xyz -1 1
K -21.32 -1.60 -14.56
N -21.45 -4.06 -13.55
S -20.21 -4.79 -12.88
O -19.50 -5.79 -13.64
O -20.35 -5.06 -11.47
F -19.13 -3.57 -12.86
S -22.27 -5.44 -14.07
O -22.30 -6.53 -13.14
O -22.16 -5.75 -15.46
F -23.74 -4.87 -13.93
N -23.46 -4.61 -18.17
S -23.44 -2.99 -17.76
O -23.00 -2.53 -16.47
O -24.40 -2.17 -18.46
F -22.08 -2.71 -18.60
S -24.92 -4.93 -17.80
O -25.89 -4.69 -18.82
O -25.30 -4.64 -16.44
F -24.81 -6.54 -17.73
C -18.54 -2.92 -16.39
O -18.88 -1.69 -15.75
C -17.80 -1.15 -15.03
C -17.97 0.34 -14.78
O -19.23 0.58 -14.21
C -19.58 1.93 -14.08
H -18.26 -3.66 -15.63
H -17.73 -2.72 -17.11
H -19.37 -3.32 -16.97
H -16.91 -1.16 -15.70
H -17.49 -1.82 -14.22
H -17.86 0.95 -15.69
H -17.18 0.61 -14.07
H -19.81 2.42 -15.03
H -18.89 2.54 -13.48
H -20.48 1.96 -13.47
C -24.59 -0.21 -14.03
O -23.72 0.07 -15.10
C -23.62 1.34 -15.63
C -22.80 1.22 -16.89
O -21.44 1.03 -16.56
C -20.62 0.84 -17.70
H -25.62 0.01 -14.33
H -24.40 0.38 -13.12
H -24.43 -1.24 -13.72
H -23.04 2.06 -15.02
H -24.60 1.78 -15.85
H -22.95 2.12 -17.51
H -23.08 0.37 -17.53
H -19.62 0.51 -17.40
H -20.55 1.74 -18.31
H -21.00 -0.02 -18.26
*
```

M, g mol⁻¹: 579.608
Energy relative to the best compared isomer or geometry (same formula, charge and spin), eV: 1.516
Highest occupied orbital energy, eV: -6.6
E, Eh: -3921.3948
Gap between HOMO and LUMO, Eh: 0.30233



Molecular formula: C5H14N2
Method: DFT, ωB97M-V/def2-TZVPD

```
! RIJCOSX wB97M-V def2-TZVPD def2/J DEFGRID3
* xyz 0 1
C -1.13 1.50 2.13
N -0.60 0.23 1.63
C -0.18 0.19 0.23
C 0.67 1.38 -0.23
C 0.57 -1.13 0.04
C 0.72 -1.54 -1.44
N -0.58 -1.68 -2.08
H -1.43 2.17 1.33
H -2.01 1.35 2.77
H -0.39 2.05 2.73
H 0.21 -0.02 2.18
H -1.06 0.15 -0.41
H 0.11 2.32 -0.18
H 0.92 1.25 -1.28
H 1.57 1.57 0.37
H 1.57 -1.02 0.46
H -0.07 -1.93 0.43
H 1.38 -0.86 -1.98
H 1.18 -2.53 -1.41
H -0.81 -0.91 -2.68
H -0.65 -2.54 -2.61
*
```

SMILES: CN[C@@H](C)CCN
M, g mol⁻¹: 102.181
Energy relative to the best compared isomer or geometry (same formula, charge and spin), eV: 0.855
Highest occupied orbital energy, eV: -8.5
E, Eh: -308.3916
Gap between HOMO and LUMO, Eh: 0.35342